A cluster of 2 separate species, C9H6NO3S in total in a non-equilibrium geometry. Source: OMol25; level of theory: ωB97M-V/def2-TZVPD.

Last column: Löwdin spin population.
Positions of all 20 atoms, in Å:
C  -0.740  -2.916  1.051  0.21
C  -0.514  3.622  -0.227  0.00
C  1.255  0.394  1.361  0.32
O  2.899  0.873  -0.312  0.09
H  -1.565  3.041  -2.056  0.00
O  3.599  0.449  1.696  0.20
H  -0.737  4.650  0.122  0.00
O  0.171  2.917  0.642  0.06
C  0.664  -0.849  1.038  0.15
C  0.857  -1.651  -0.059  0.23
H  1.015  1.018  2.204  0.01
H  -1.504  -3.597  1.487  0.01
S  -0.576  -1.583  2.054  0.09
N  -0.541  1.546  -0.978  0.05
C  0.039  -2.863  -0.080  0.00
C  0.065  1.624  0.116  0.51
C  2.683  0.597  0.865  0.01
H  1.582  -1.437  -0.774  0.02
C  -0.980  2.807  -1.211  0.03
H  0.144  -3.689  -0.907  0.00

2S+1: 3
Orbital gap (spin up / spin down), eV: 4.83 / 5.12
Calculated total energy, Eh: -1025.06289
Charge: -1



The molecule C9H6O2 in a non-equilibrium geometry. Source: OMol25; level of theory: ωB97M-V/def2-TZVPD.

Last column: Löwdin charge in e.
Positions of all 17 atoms, in Å:
C  0.576  0.618  0.660  -0.26
H  3.068  -1.580  -0.106  0.11
C  -1.914  1.891  0.646  0.09
H  -0.974  -1.494  -1.539  0.12
H  1.294  -2.495  -1.564  0.11
O  -2.383  0.777  1.191  0.05
C  -0.177  -1.081  -0.941  0.00
C  0.267  1.765  1.345  0.20
C  1.858  -0.012  0.656  -0.02
C  -1.789  0.612  -0.102  -0.53
H  -3.509  0.638  -0.957  0.12
O  -2.643  0.239  -1.115  0.07
C  -0.469  -0.007  -0.109  -0.08
H  2.635  0.397  1.289  0.11
C  2.092  -1.114  -0.117  -0.08
H  0.985  2.481  1.705  0.05
C  1.083  -1.636  -0.942  -0.05

2S+1: 1
Orbital gap (spin up / spin down), eV: 6.34 / 6.94
Calculated total energy, Eh: -496.79325
ΔE to the lowest compared entry with this formula, charge and spin, eV: 6.4649
Charge: 0



A cluster of 2 separate species, C9H7BrN2O in total in a non-equilibrium geometry. Source: OMol25; level of theory: ωB97M-V/def2-TZVPD.

Last column: Löwdin spin population.
Positions of all 20 atoms, in Å:
C  0.015  1.465  -1.865  0.00
C  1.166  -0.653  0.803  0.03
C  -1.659  -0.427  0.728  0.01
C  -1.170  1.110  -1.307  0.12
C  -0.877  0.241  -0.206  0.04
H  -2.144  1.425  -1.617  0.01
H  2.529  1.666  -2.144  0.02
C  0.364  -1.318  1.715  0.01
N  1.061  0.894  -1.171  0.17
H  2.241  -0.718  0.833  0.00
C  2.940  -0.789  -2.644  0.45
C  0.529  0.121  -0.152  0.02
N  2.349  1.012  -1.383  0.61
C  -1.024  -1.204  1.678  0.03
H  -2.735  -0.337  0.708  0.00
H  0.823  -1.932  2.473  0.00
O  2.116  -1.366  -3.240  0.17
H  -1.612  -1.737  2.412  0.00
H  0.214  2.109  -2.702  0.00
Br  4.761  -1.202  -2.435  0.31

2S+1: 3
Orbital gap (spin up / spin down), eV: 7.78 / 6.95
Calculated total energy, Eh: -3105.78496
Charge: 0